# 1
Density functional theory data (wB97M-V/def2-TZVPD) for a 2-piece molecular cluster, C5H16SSi2 overall.

Computed properties:
- Kohn-Sham gap (alpha / beta) (eV) = 7.19 / 6.02
- spin multiplicity = 1
- ΔE to the lowest compared entry with this formula, charge and spin (kcal per mole) = 106.9
- E_HOMO (alpha / beta) (eV) = -8.48 / -7.79

Element x y z (Å)
H -0.21 -1.04 0.85
H -2.31 -2.65 -0.63
S 0.47 -0.53 -1.27
C -2.55 0.26 -1.22
C -1.43 1.12 0.86
C -1.89 -0.08 0.09
C -1.19 -2.49 -0.37
H -3.48 0.87 -1.08
Si 4.58 0.66 0.69
H -1.88 0.68 -1.94
H -1.09 -3.16 0.53
H -0.89 1.73 0.12
H 4.67 -0.88 0.89
H -2.68 -0.68 0.58
H 2.17 2.26 -0.80
H 5.46 0.94 -0.39
H -0.86 0.75 1.71
H -2.34 1.86 1.16
H 1.47 1.96 1.40
Si 2.49 1.66 0.38
H -0.53 -2.93 -1.18
H -2.88 -0.64 -1.96
C -0.71 -1.09 -0.05
H 5.60 1.40 1.64

natural (NBO) atomic charge list, values in e, 2 entries:
1. H 0.2096
2. H 0.2208



# 2
Density functional theory data (wB97M-V/def2-TZVPD) for a 13-piece molecular cluster, C16H58N12O13 overall.

Computed properties:
- Kohn-Sham gap (eV) = 9.13
- spin multiplicity = 1
- ΔE to the lowest compared entry with this formula, charge and spin (kcal per mole) = 215.7
- E_HOMO (eV) = -9.18

Element x y z (Å)
H -1.26 3.56 -2.55
O 1.79 -4.54 2.32
H -4.09 -0.21 -1.01
H 0.84 4.53 2.40
C -4.08 2.39 0.54
H 1.13 -0.89 4.20
H 3.25 1.52 -0.82
O 2.88 -3.41 -1.02
O 3.04 0.36 -4.51
H -0.68 -3.02 -1.56
H 0.47 1.95 -3.24
C 3.01 -2.34 -0.16
H -3.23 -2.79 -3.06
C 2.30 1.18 -3.63
H 3.94 1.93 -2.84
H -3.07 -0.50 1.20
H -6.02 3.29 0.51
H 1.22 -3.23 -2.25
H 1.22 2.65 -0.67
H -4.89 0.39 -2.54
N 4.72 2.93 0.32
C 1.87 -0.12 4.05
C -0.80 -3.64 0.30
C -3.47 -0.57 2.18
H 3.57 -0.26 -0.16
C -2.47 -0.08 3.20
H -5.99 1.74 -0.27
C 0.23 2.79 2.31
C -3.07 -0.91 -2.92
O -5.99 1.68 1.79
H 1.24 -0.90 0.97
H -3.75 3.01 -0.41
H 1.35 0.69 3.55
H -6.90 1.41 1.73
H 5.06 2.67 -0.60
H 2.20 0.27 4.97
N 3.26 1.37 0.20
N 1.42 3.45 -1.19
H -3.58 1.38 0.50
O 0.68 5.36 -2.43
H 5.46 3.36 0.98
C 1.19 -3.86 3.33
O -1.36 -3.31 -0.92
H 2.50 0.89 0.66
N 0.27 -3.41 -4.37
H 3.77 -1.23 -1.60
O -1.22 -0.82 3.20
H -0.93 -2.83 1.03
O -3.88 -2.08 -2.97
N 2.58 -2.29 1.04
H -3.43 1.11 -2.03
H -2.88 -0.34 -3.83
C 0.05 0.07 -0.20
H -0.64 2.48 -1.40
C 4.04 2.07 1.00
N -0.45 3.26 -2.06
O 0.04 4.11 2.10
H 0.93 0.31 -2.01
N 0.94 -0.21 -1.14
N 3.45 -1.22 -0.63
N 0.34 -0.44 0.90
H 0.63 -4.30 -4.04
C 0.57 4.05 -1.97
H 1.80 -0.66 -0.85
H 1.20 -5.24 2.00
C -3.97 0.13 -2.07
C -5.59 2.26 0.58
H 1.92 -3.17 3.80
H -2.86 -0.10 4.20
H 3.68 -0.78 3.68
O 4.24 1.88 2.35
H 0.98 2.35 1.68
H 2.13 -3.11 1.38
H 2.89 -1.64 1.84
H 0.26 -3.72 0.18
H -3.65 -1.61 2.45
H 0.45 2.55 3.38
H 0.63 -1.68 -1.89
N 0.99 1.13 -3.55
O -0.21 -1.13 -4.30
O -1.10 0.84 -0.38
H -2.15 -1.03 -2.35
O 2.90 -0.65 3.21
H -3.73 3.06 1.32
C 0.26 -2.30 -3.76
H -2.21 0.99 3.03
N 2.93 1.92 -2.73
H -1.35 -1.67 3.60
H -0.31 -0.44 1.74
H 0.52 0.49 -4.16
H 2.42 2.58 -2.10
H 0.57 -3.15 2.83
N 0.59 -2.51 -2.52
H 2.01 4.17 -0.74
H -0.69 2.19 2.12
H -4.45 -0.07 2.20
H -1.20 -4.57 0.66
H 0.15 -3.33 -5.37
H 0.55 -4.37 4.04

Mulliken atomic charge list, values in e, 2 entries:
1. H 0.1659
2. O -0.5709



# 3
Density functional theory data (wB97M-V/def2-TZVPD) for a 9-piece molecular cluster, C46H117N7O16 overall.

Computed properties:
- Kohn-Sham gap (eV) = 8.44
- spin multiplicity = 1
- ΔE to the lowest compared entry with this formula, charge and spin (kcal per mole) = 180.6
- E_HOMO (eV) = -8.03

Element x y z (Å)
O 2.42 -5.27 1.13
H -7.34 -0.91 0.20
H 2.67 1.47 2.14
H 9.79 -1.47 2.55
H 2.10 3.54 5.80
O -1.89 -4.54 -0.97
H 4.00 -3.19 0.40
C 7.04 -5.10 -1.45
H 5.57 5.47 -1.56
C -4.27 2.99 -4.44
H 1.43 2.35 1.22
H 3.41 -6.03 -0.53
H -4.59 1.02 3.37
H 6.62 -3.30 -0.36
H -0.13 -5.37 -6.10
C 2.56 6.02 7.15
H -0.94 6.40 6.22
O 4.15 5.72 4.25
O 0.35 6.86 7.71
H 0.68 3.06 -2.34
H 1.18 4.25 -3.59
H 2.14 5.52 4.25
H 1.24 -6.19 -5.53
H 0.54 -3.04 -1.91
H 8.72 -3.69 -0.16
H -1.86 -5.13 1.00
H -0.46 -6.98 -5.59
H 5.60 6.69 -0.28
H -0.73 8.14 6.59
C 6.23 3.38 1.92
H 3.26 7.27 3.23
H -3.41 -0.79 -2.51
H -3.91 3.53 -3.57
H -6.94 -2.41 0.87
O 2.90 1.28 0.10
H -1.61 2.26 -6.19
H -5.29 -1.04 -6.16
H -6.12 1.22 1.27
H -8.82 -5.66 -0.78
H 0.65 -5.88 -3.31
H -10.44 0.97 1.51
C -10.29 -3.51 -0.83
H -1.93 4.79 -4.38
H 0.22 -1.19 -3.54
H 8.35 1.34 2.33
C 0.35 3.86 -3.00
C -4.28 1.03 2.32
O -1.55 -1.57 -2.35
H 2.54 6.65 6.26
H -8.31 -2.18 2.93
C 4.06 6.55 3.08
C 6.24 0.81 2.26
H -4.13 2.07 2.06
H 6.53 -6.06 -1.32
H -6.52 -4.21 -0.51
C -1.91 -4.22 0.39
C 0.69 -2.00 -1.62
C 3.04 4.92 4.38
H 0.76 5.65 -1.82
C 9.28 -0.92 3.34
H -4.88 0.03 0.54
H -2.79 -2.35 0.10
H -2.58 4.77 -1.64
H -5.02 2.25 -4.16
H -5.46 -1.24 2.55
H -0.96 -3.69 0.50
H 6.77 3.60 -0.11
H 9.26 -4.12 -1.79
C -2.22 3.12 -5.92
C -8.38 -4.90 -1.43
H 8.01 0.16 1.15
H -8.75 -5.30 -2.37
H 3.94 5.92 2.21
C 2.45 1.99 1.21
C -5.39 0.42 1.42
H 5.23 1.91 0.68
H 5.66 -0.05 1.93
H -4.60 -4.63 -2.90
H -2.29 0.24 -1.60
H -2.27 0.19 -3.42
H -1.97 -3.70 -1.42
H -0.75 5.87 -2.69
H 9.86 -0.01 3.52
H -1.94 1.35 0.62
H 2.00 0.40 -2.37
H -3.40 -2.98 1.58
H -1.53 -5.81 -2.66
C -5.03 -0.66 -5.17
H -0.06 -0.10 -2.33
O -5.27 -1.44 -4.01
H 3.97 -5.45 2.49
C -7.14 -1.38 1.16
H 2.87 -4.06 2.60
N -6.53 -3.96 -2.60
C 6.40 4.25 0.69
O -0.75 4.73 -0.93
C -2.41 -0.37 -2.50
H -9.52 -0.05 0.37
C -9.47 0.52 1.30
H -5.68 0.21 -5.06
H -3.98 -0.40 -5.12
C -2.00 4.05 -1.06
H 2.65 -2.41 -1.61
H 3.57 -0.03 -1.63
O 5.09 4.70 0.35
H -4.73 3.79 -5.03
C -0.15 5.15 -2.13
C 7.72 0.47 2.15
H -10.79 -4.30 -1.40
C -1.92 1.05 1.66
C 9.14 -4.49 -0.77
C -0.19 -1.17 -2.53
H 9.44 -1.45 4.27
H -4.56 -3.22 -1.90
H -10.88 -2.61 -1.00
C -5.06 -3.66 -2.76
C 6.10 -4.21 -0.66
H 2.25 -0.59 0.46
H 3.07 6.60 7.92
N 5.87 2.05 1.44
O -1.37 -6.07 -3.57
H -1.05 0.39 1.70
H -10.46 -3.65 0.24
H 3.14 2.83 1.31
O -3.08 0.28 2.12
N 2.08 -1.63 -1.92
H 1.02 0.56 -0.12
C 0.17 -6.12 -5.36
H -4.00 -3.70 0.16
C -3.09 -3.28 0.58
C -8.42 -1.48 2.10
O -3.25 2.41 -5.21
H -2.52 3.65 -6.82
N -0.70 3.30 -3.89
N 5.38 -4.80 0.46
H 4.31 5.04 6.83
H 3.18 -7.21 0.79
C 3.49 -4.65 1.92
C 2.05 0.24 -0.22
H -5.25 -3.19 -5.09
H -1.80 3.11 -1.58
H -3.83 -2.89 -4.57
H 3.11 4.21 3.56
H 7.18 -5.08 -2.53
C 2.75 -6.33 0.29
H -7.18 -3.19 -2.69
H 5.05 7.02 3.08
C 3.02 4.11 5.72
H 7.09 3.33 2.59
H -2.42 3.97 -0.06
H 4.14 6.01 -0.82
H -6.39 -5.64 -1.43
H -1.71 1.89 2.32
H 3.75 3.31 5.61
H -8.77 1.34 1.13
H 6.12 1.13 3.30
C -0.23 7.18 6.48
H 0.65 4.80 7.34
C 2.49 -0.21 -1.62
H 10.16 -4.76 -0.50
H 5.11 -3.29 1.73
C -1.33 4.09 -4.97
O -8.94 -3.57 -1.17
C 1.14 5.69 7.73
H 5.35 -4.06 -1.44
O 8.22 -5.47 -0.73
C 5.17 5.74 -0.59
H 0.57 -1.89 -0.54
H 1.40 5.57 8.78
C -0.13 -5.62 -4.03
O -9.17 -0.25 2.43
H -0.56 4.54 -5.59
O 7.95 -0.69 3.03
H 0.00 -4.54 -3.93
H 7.01 5.15 0.82
H 5.97 -5.32 1.08
H 0.48 7.32 5.67
H -0.81 2.29 -3.91
N 3.33 4.84 6.97
N -6.10 -0.74 1.94
C -6.91 -4.68 -1.42
H -9.15 -2.02 1.50
C 4.48 -3.90 1.08
C -4.83 -2.80 -4.16
H 5.45 3.76 2.57
H 1.81 -6.62 -0.17

Mulliken atomic charge list, values in e, 2 entries:
1. O -0.2873
2. H 0.4995



# 4
Density functional theory data (wB97M-V/def2-TZVPD) for C25H29N2PRhSSe2 as an isolated structure.

Computed properties:
- Kohn-Sham gap (eV) = 5.70
- total charge = -1
- spin multiplicity = 1
- ΔE to the lowest compared entry with this formula, charge and spin (kcal per mole) = 0.0
- E_HOMO (eV) = -3.21

Element x y z (Å)
C 0.86 2.33 -0.03
C -2.56 -0.13 0.30
H -0.95 -0.30 -2.84
H 0.14 1.21 3.95
N 0.14 -0.32 2.47
H -1.55 -2.31 -6.60
C -1.06 -1.21 -3.43
C -3.35 -3.41 -1.00
H -2.24 1.12 -2.00
C -2.07 -3.60 -0.47
H -3.26 3.26 -2.78
C 2.11 1.48 0.17
H -1.29 -0.20 -5.32
H 1.08 3.35 0.32
C -4.19 -5.25 0.29
C -3.27 1.11 -0.14
C -1.33 -3.56 -4.87
H -0.73 -0.70 2.82
Se -3.35 -1.18 1.58
N -0.34 1.80 0.61
C -3.53 2.85 -1.82
H -4.92 4.42 -1.35
C -1.39 -2.34 -5.53
C -0.45 2.01 2.06
H -5.38 -4.07 -1.06
H -1.44 -4.48 -5.42
C -1.25 -1.16 -4.81
H -0.17 3.04 2.33
H -2.77 -6.22 1.56
H 2.54 1.64 1.15
H -4.52 1.30 1.58
H 1.66 -1.41 3.52
C -2.95 1.66 -1.38
H 3.09 -0.27 1.96
C -4.40 -4.23 -0.64
H -1.07 -4.55 -2.98
H 0.79 -2.24 2.21
C -4.24 1.76 0.63
Se 1.15 -3.56 -0.69
C -1.88 -4.62 0.45
H -5.01 -5.89 0.58
C -2.93 -5.43 0.83
H 2.85 1.80 -0.56
H 2.88 -1.90 1.32
H -5.57 3.43 0.82
H -1.50 1.87 2.32
Rh -0.70 -0.36 0.02
H -0.88 -4.77 0.86
H 1.45 1.25 2.79
H -1.15 2.22 0.18
C -1.14 -3.60 -3.50
C -1.01 -2.42 -2.76
C 2.36 -0.97 1.55
C -4.83 2.94 0.20
C 1.22 -1.29 2.51
C 0.39 1.03 2.90
P -0.72 -2.45 -0.95
H -3.52 -2.60 -1.70
C -4.47 3.49 -1.02
H 0.63 2.39 -1.10
S 1.84 -0.32 -0.07

natural (NBO) atomic charge list, values in e, 2 entries:
1. C -0.2237
2. C -0.2394



# 5
Density functional theory data (wB97M-V/def2-TZVPD) for C43H36BrNO26 as an isolated structure.

Computed properties:
- Kohn-Sham gap (eV) = 7.52
- spin multiplicity = 1
- E_HOMO (eV) = -9.56

Element x y z (Å)
H -2.12 5.42 5.54
O -0.91 1.73 7.75
C 2.99 -6.04 -6.74
O 0.99 0.26 -9.44
C 2.55 -5.98 -9.58
C 2.71 -4.87 -7.31
C -0.16 0.81 -0.24
O 2.27 1.16 -0.16
H 1.84 2.04 0.01
H 4.22 4.33 4.61
O -6.62 -0.65 -2.04
C 5.46 2.86 5.52
C -1.73 4.41 5.56
H -0.54 -1.68 -5.72
O 6.62 3.27 4.90
H 2.43 -0.35 6.65
C -1.58 3.72 6.69
H 3.18 -6.14 -5.68
C 5.54 1.71 6.46
O -1.48 4.42 3.21
H -0.73 2.54 2.37
H -2.98 1.87 0.70
O 2.75 -2.42 6.05
O -0.14 0.45 -4.25
C 0.71 0.33 -8.24
C -3.87 0.96 -4.04
H -0.40 -0.82 8.78
H 1.31 2.42 -7.98
C -1.05 -1.41 -0.70
H -0.33 0.71 5.41
O 2.17 -3.67 -9.26
C 0.33 -1.95 -0.76
O -0.34 2.00 0.00
C -5.56 0.15 -2.35
C 1.45 -1.02 -0.57
O -1.93 4.27 7.91
H -3.97 4.26 -1.37
H 0.54 2.51 -4.50
C 3.06 3.05 5.96
C -5.31 2.30 -1.22
O 1.99 1.52 7.55
C 2.45 -4.76 -8.77
O 0.51 -3.15 -0.97
O 1.67 -0.21 7.27
H 2.38 -5.88 -10.65
C -1.37 3.81 4.26
C 0.15 -0.86 -7.54
O -4.93 0.88 -1.24
H -3.12 0.96 -3.14
C 0.19 -4.14 7.83
O 3.31 -8.37 -7.06
O 2.64 -3.71 -6.56
O -0.32 -5.40 8.07
C 4.31 1.28 7.14
H 4.39 0.45 7.83
O 2.93 -8.31 -9.78
O 6.62 1.15 6.64
H 2.42 -3.00 -7.19
C 1.25 -3.97 7.03
C 1.79 -2.62 6.79
C -1.28 -0.12 -0.45
H -5.83 2.61 -2.25
O -2.10 -2.29 -0.90
O 0.82 2.74 -5.41
H 0.23 -1.77 -9.20
O -1.45 -3.18 9.22
C 4.30 3.49 5.29
C 1.22 0.28 -0.33
C 1.14 -1.47 7.48
H 1.29 2.12 7.22
C -4.17 2.50 -4.62
C -0.13 -0.83 -6.24
H -1.68 -3.17 -1.06
H -2.28 0.29 -0.40
H 2.45 -1.42 -0.64
C -0.47 -2.99 8.50
C 0.09 0.39 -5.45
H -1.73 3.58 8.58
O 1.98 3.59 5.75
H 3.15 -9.02 -9.14
C 2.83 -7.15 -9.02
H -3.10 2.60 -1.70
H -3.59 4.70 -4.88
H -1.08 -5.27 8.68
C -0.86 2.41 4.26
C 0.92 1.56 -7.46
H -3.30 0.42 -4.93
C -0.71 1.72 5.40
N -5.13 0.16 -3.80
O -0.54 1.84 3.04
H 1.74 -4.79 6.54
H -4.02 3.38 1.37
Br -6.65 2.78 0.21
C 3.06 -7.27 -7.55
O -0.06 -2.00 -8.29
C 3.15 1.91 6.91
H -5.92 0.48 -4.42
C 0.63 1.59 -6.16
C -3.19 3.62 -4.56
H 7.32 2.67 5.23
H -2.30 3.66 0.63
C -1.05 2.33 6.69
C 0.09 -1.65 8.28
C -3.89 3.15 -1.00
H -5.20 2.71 -5.15
C -3.29 3.01 0.54
H -2.07 3.47 -4.24

Mulliken atomic charge list, values in e, 2 entries:
1. H 0.4381
2. O -0.6070



Question: spin multiplicity of number 5 (C43H36BrNO26)?
Answer: 1



Question: What is the formula in the fourth record?
Answer: C25H29N2PRhSSe2



Question: What is the formula in the first record?
Answer: C5H16SSi2